# 1
A cluster of 10 separate species, C9H36ClN18O13 in total, computed with the ωB97M-V functional and the def2-TZVPD basis.

Summary:
Maximum force in hartree/bohr: 0.2078
Molar mass in Da: 640.0
Kohn-Sham gap in Eh: 0.29017
E_HOMO in eV: -6.5
Electronic energy in Ha: -2788.36973
E_LUMO in eV: 1.3550
Total charge: -1

Structure (XYZ):
```
77
Properties=species:S:1:pos:R:3:forces:R:3
Cl 3.96525 -24.26906 -34.29060 5.14 -2.49 -1.15
O 3.46316 -22.96647 -34.49471 -1.68 1.14 -0.45
O 5.30933 -24.35838 -34.96368 -1.46 0.53 0.84
O 4.21684 -24.45408 -32.86520 -1.06 -0.36 -0.34
O 3.21903 -25.36562 -34.90995 -0.88 1.25 1.16
C 8.12949 -19.76347 -32.35915 2.41 1.33 0.26
O 9.20523 -19.29419 -32.57377 2.90 1.86 -1.13
N 7.05401 -19.10192 -32.16705 -5.31 3.83 -0.40
N 7.99979 -20.99930 -32.07224 0.03 -5.75 0.82
H 6.19948 -19.63802 -32.11728 -0.05 0.29 0.10
H 6.96132 -18.26014 -32.71743 0.00 0.13 0.30
H 8.91396 -21.41119 -32.19363 -0.52 -1.01 -0.11
H 7.13793 -21.42944 -32.37601 0.45 -0.78 0.12
C 12.29667 -23.97232 -36.97874 -2.22 2.11 -1.63
O 12.25170 -23.47769 -38.09079 -0.20 0.25 -0.58
N 13.17605 -24.81607 -36.59571 3.81 -3.15 0.70
N 11.42894 -23.72641 -36.00153 -2.48 1.43 1.43
H 13.82300 -25.06842 -37.32912 0.41 -0.20 0.77
H 13.28116 -24.94103 -35.59900 0.68 -0.50 -0.58
H 11.40700 -24.27173 -35.15169 -0.19 0.12 -0.41
H 10.58932 -23.23209 -36.26760 0.17 -0.05 0.27
C 3.71253 -28.35484 -40.45216 -0.57 -1.24 -0.01
O 4.01383 -29.08204 -41.34415 1.26 -1.19 -3.10
N 2.87913 -28.79164 -39.53836 -2.84 -1.41 3.63
N 4.07495 -27.11288 -40.25854 1.19 2.69 0.06
H 2.50299 -29.72870 -39.56116 0.54 0.20 -0.27
H 2.70936 -28.30506 -38.66973 -0.01 0.00 -0.24
H 3.79426 -26.71813 -39.37227 0.26 0.75 -0.66
H 4.33556 -26.59778 -41.08731 0.20 0.24 0.65
C -2.79363 -23.61290 -38.14253 2.20 1.34 2.73
O -2.75953 -22.93778 -37.11509 -0.67 -0.30 -1.02
N -2.10523 -24.70080 -38.37610 2.70 -4.87 1.22
N -3.24941 -23.35113 -39.33692 -3.94 3.62 -3.41
H -1.33501 -25.01517 -37.80336 -0.49 -0.10 0.16
H -2.18526 -25.03475 -39.32593 1.09 -0.49 0.90
H -3.26522 -22.37672 -39.60221 -0.64 -0.37 -0.31
H -3.28680 -24.11319 -39.99872 -0.23 1.18 -0.23
C 5.48698 -17.10930 -38.81480 -1.52 -1.55 2.34
O 4.41516 -16.64322 -38.52706 -1.98 0.64 -0.68
N 5.79673 -18.38984 -38.86933 -0.42 -3.43 -1.04
N 6.58553 -16.44868 -38.72622 3.55 4.62 -0.48
H 5.11760 -19.06242 -38.54295 0.43 -0.08 -0.27
H 6.78557 -18.57557 -38.95756 -0.68 -0.90 0.20
H 7.50260 -16.84916 -38.86294 -0.30 0.64 0.02
H 6.39606 -15.46023 -38.64157 0.92 0.04 -0.07
C 9.31068 -28.89026 -31.34417 -1.34 -4.72 1.01
O 8.65767 -29.88103 -31.69033 -0.06 1.05 -1.19
N 9.04001 -27.65163 -31.38582 -3.35 6.44 -2.10
N 10.35229 -29.07223 -30.57718 3.76 -1.54 1.87
H 8.22843 -27.33245 -31.89529 -0.04 -0.24 0.04
H 9.47956 -26.90102 -30.87252 0.23 -0.66 -0.09
H 10.72819 -30.00253 -30.69268 0.42 0.31 0.55
H 10.91062 -28.27697 -30.30162 0.34 -0.65 -0.12
C 0.07220 -16.60928 -33.93915 5.55 3.80 1.39
O 0.08369 -15.41098 -33.92297 -0.86 2.94 0.48
N 1.14613 -17.30518 -33.61202 2.99 -0.99 1.84
N -0.73980 -17.36942 -34.44501 -8.30 -5.43 -3.98
H 1.08107 -18.30921 -33.70024 1.17 0.40 0.37
H 1.95251 -16.74390 -33.37786 0.06 -0.80 0.09
H -1.59016 -17.01922 -34.86256 0.15 -0.26 0.17
H -0.53216 -18.35772 -34.46041 -0.75 0.33 -0.36
C 7.26047 -22.77670 -26.51834 -1.44 -0.42 -2.73
O 7.43281 -22.59639 -25.36798 0.99 0.65 3.99
N 6.86304 -23.94135 -27.01536 -0.18 -2.30 0.01
N 7.22969 -21.79379 -27.41444 0.83 2.77 -0.65
H 6.68081 -24.57955 -26.25405 -0.01 -0.61 -0.82
H 6.81031 -24.13784 -28.00466 -0.22 -0.24 0.54
H 7.55213 -20.95516 -26.95310 -0.01 0.31 -0.77
H 7.23416 -21.85532 -28.42255 0.03 -0.14 0.39
C -1.79241 -25.56543 -29.89612 -2.12 -1.04 2.24
O -2.80016 -25.58708 -29.21515 -0.60 -0.14 1.48
N -1.80181 -25.11906 -31.07837 -0.07 2.83 -6.18
N -0.63460 -26.09808 -29.60093 3.11 -2.16 2.64
H -2.62862 -24.67593 -31.45267 0.35 -0.12 0.08
H -0.98198 -25.26089 -31.65096 -0.53 0.35 -0.28
H 0.22925 -25.98200 -30.11121 -0.42 0.00 0.09
H -0.64075 -26.72125 -28.80612 0.31 0.30 -0.10
```
Forces are in eV/Å.

=====

# 2
A cluster of 5 separate species, C25H51ClF3NO11PS4 in total, computed with the ωB97M-V functional and the def2-TZVPD basis.

Summary:
Maximum force in hartree/bohr: 0.0752
Molar mass in Da: 793.4
Kohn-Sham gap in Eh: 0.21901
E_HOMO in eV: -4.2
Electronic energy in Ha: -4559.43414
E_LUMO in eV: 1.7590
Total charge: -1

Structure (XYZ):
```
97
Properties=species:S:1:pos:R:3:forces:R:3
C 4.86758 0.44324 -2.65986 0.27 0.00 0.70
C 4.43877 -0.92326 -2.13016 -0.07 0.14 -1.08
C 4.03072 -1.89135 -3.26154 0.39 -0.11 1.01
C 3.04357 -2.96930 -2.75451 0.58 0.05 -1.23
N 1.65688 -2.83688 -3.19823 1.00 0.88 0.95
C 0.89942 -1.80380 -2.56313 -3.19 -2.17 -0.24
Cl 1.18361 -0.11921 -3.34154 0.92 0.45 0.10
C 0.88537 -1.79240 -0.99975 1.07 0.76 1.06
O -0.36819 -2.06052 -0.47079 0.05 0.14 -0.86
P -1.54101 -1.45025 -1.67151 -1.52 -0.95 1.01
C -2.67027 -0.86814 -3.10582 -0.04 -0.04 1.06
C -3.57144 0.34006 -2.89452 0.09 -0.49 -0.92
O -4.80887 -0.02378 -2.29997 0.07 0.18 0.17
C -2.97215 1.52918 -2.16565 -1.38 -0.10 -0.76
F -2.90733 1.41916 -0.87387 0.34 -0.25 1.50
F -1.81159 1.89525 -2.64818 1.32 0.25 -0.53
F -3.80718 2.60323 -2.38623 -0.38 0.45 -0.12
O -0.42259 -2.06396 -2.90433 1.06 0.55 0.30
H 5.61169 0.85037 -1.97791 0.10 0.26 0.06
H 5.34643 0.36799 -3.63125 -0.06 -0.01 -0.27
H 4.04809 1.15056 -2.67928 -0.23 0.03 -0.27
H 3.60791 -0.82845 -1.44444 -0.07 0.22 0.35
H 5.29759 -1.34235 -1.61670 -0.04 -0.30 0.39
H 3.65937 -1.33655 -4.11551 -0.30 0.00 -0.14
H 4.95164 -2.38893 -3.56281 0.08 -0.11 -0.35
H 3.39467 -3.92956 -3.12899 -0.08 -0.24 -0.01
H 3.12882 -3.01825 -1.67734 -0.31 -0.05 0.24
H 1.64869 -2.63989 -4.19139 -0.15 -0.23 -0.13
H 1.25809 -0.80488 -0.68947 -0.01 0.08 -0.02
H 1.54906 -2.50673 -0.51365 0.43 -0.24 -0.56
H -0.85283 -0.19839 -1.50745 0.01 0.07 -0.56
H -2.45837 -1.13392 -0.62348 0.01 0.60 -0.27
H -2.14855 -2.77606 -1.61632 0.20 0.03 -0.56
H -3.34248 -1.70076 -3.28859 -0.16 -0.16 -0.11
H -2.05389 -0.77071 -3.99122 0.11 0.30 -0.14
H -3.81543 0.73250 -3.88801 0.16 0.27 -0.13
H -5.39765 0.71838 -2.47683 -0.13 -0.11 0.21
C 1.45137 3.37478 2.22845 -0.05 -0.05 0.00
C 0.63632 2.16611 2.70650 0.03 -0.01 0.02
C 1.08477 0.95089 1.88588 -0.33 0.10 0.12
S 2.78828 1.27345 1.41887 -0.28 -0.04 0.17
O 2.85206 1.41844 -0.01226 0.28 -0.08 -0.03
O 3.66613 0.37272 2.12880 0.15 -0.03 -0.20
C 2.90096 2.90174 2.15279 -0.18 0.30 0.14
H 1.34556 4.22655 2.89969 -0.01 -0.02 0.02
H 1.10715 3.67887 1.23722 0.04 0.00 -0.01
H 0.83658 1.98822 3.76515 0.05 0.09 0.00
H -0.43431 2.33512 2.60049 0.00 -0.04 -0.01
H 1.04125 0.02870 2.45975 0.06 -0.09 -0.14
H 0.50303 0.84165 0.97063 0.10 -0.06 -0.05
H 3.53557 3.53716 1.53909 0.06 -0.14 -0.07
H 3.33228 2.78592 3.14710 0.00 -0.04 0.00
C -1.11024 3.50847 -7.40889 -0.05 -0.04 0.06
C -1.19156 2.95854 -5.97917 0.02 0.03 -0.08
C -0.83716 1.46773 -6.03629 -0.23 0.25 0.24
S 0.25570 1.26702 -7.44838 -0.05 0.16 0.34
O -0.40781 0.45894 -8.44325 0.10 -0.07 -0.07
O 1.58937 0.96155 -7.00460 0.06 -0.17 -0.23
C 0.19702 2.97665 -7.98456 -0.17 0.30 -0.08
H -1.14104 4.59794 -7.42784 0.00 0.00 -0.01
H -1.95339 3.13668 -7.99621 0.02 0.01 -0.03
H -0.47353 3.48204 -5.34469 0.00 -0.02 0.00
H -2.17931 3.10791 -5.54517 0.02 -0.02 0.05
H -0.32958 1.14083 -5.13313 0.09 -0.23 -0.05
H -1.71777 0.85116 -6.20765 0.07 -0.08 -0.09
H 0.24371 3.01884 -9.07053 0.08 -0.14 0.00
H 1.05740 3.48590 -7.55111 0.03 -0.06 0.02
C -1.77812 -5.13179 3.38704 -0.06 0.08 0.00
C -3.28577 -4.96298 3.62062 0.03 -0.01 0.00
C -3.59142 -3.46020 3.57424 -0.15 -0.32 0.25
S -2.34345 -2.72899 2.49946 0.33 -0.16 -0.36
O -1.51906 -1.84991 3.29820 -0.12 0.08 0.09
O -2.95122 -2.29863 1.28026 -0.32 0.23 0.28
C -1.43644 -4.23862 2.19730 0.13 -0.37 0.23
H -1.51204 -6.17098 3.19486 0.00 0.00 0.01
H -1.22870 -4.80069 4.27214 0.02 -0.01 -0.02
H -3.83489 -5.47452 2.82753 0.02 0.02 -0.02
H -3.59996 -5.39864 4.56957 -0.02 0.00 -0.01
H -4.57483 -3.25355 3.16024 0.05 0.15 -0.05
H -3.49818 -2.99884 4.55607 0.06 0.06 -0.04
H -0.37744 -4.01163 2.10965 -0.05 0.17 -0.11
H -1.80594 -4.65767 1.26207 0.02 0.12 -0.06
C 0.44257 0.48961 7.88636 0.02 0.11 0.05
C -0.10526 1.34967 9.03399 0.00 -0.04 -0.05
C -0.08944 2.80965 8.56206 0.02 -0.17 0.39
S -0.25972 2.75593 6.77308 -0.14 -0.31 0.01
O 0.95546 3.26006 6.18316 -0.06 0.16 -0.06
O -1.55054 3.27051 6.39881 0.09 0.23 -0.11
C -0.26789 0.97288 6.62618 0.13 -0.28 0.13
H 0.26981 -0.57179 8.05710 0.01 0.00 -0.02
H 1.51940 0.64479 7.78961 0.00 -0.02 -0.03
H -1.13000 1.04627 9.25812 0.00 0.01 -0.02
H 0.47884 1.22688 9.94538 -0.01 0.01 0.00
H -0.91282 3.38492 8.97750 0.01 0.10 -0.12
H 0.85634 3.29727 8.79055 0.01 0.03 -0.12
H 0.23146 0.67999 5.70554 -0.06 0.11 -0.07
H -1.30775 0.64888 6.60695 -0.02 0.05 -0.06
```
Forces are in eV/Å.

=====

# 3
A structure of composition C5H7NO, computed with the ωB97M-V functional and the def2-TZVPD basis.

Summary:
Maximum force in hartree/bohr: 0.0109
Molar mass in Da: 97.1
Kohn-Sham gap in Eh: 0.35097
E_HOMO in eV: -8.7
Electronic energy in Ha: -324.63620
E_LUMO in eV: 0.8336

Structure (XYZ):
```
14
Properties=species:S:1:pos:R:3:forces:R:3
O -2.76222 -0.37528 -1.07363 -0.14 0.02 0.05
C -1.62670 -0.18829 -0.34710 0.54 -0.11 0.06
C -0.55739 -0.96584 -0.50307 -0.13 0.11 0.15
C 0.72527 -0.70403 0.22607 -0.08 -0.22 -0.11
C 1.55467 0.55446 -0.20608 0.08 0.00 -0.06
C 1.25162 0.93200 1.21073 -0.15 0.04 0.23
N 0.55621 -0.08113 1.57665 0.22 0.31 -0.12
H -3.42638 0.24559 -0.76619 -0.10 -0.03 -0.05
H -1.63044 0.64417 0.35932 -0.02 -0.19 -0.13
H -0.60392 -1.81287 -1.17937 -0.01 0.12 -0.07
H 1.33677 -1.61222 0.30024 -0.19 0.16 -0.04
H 1.07174 1.16209 -0.97636 0.08 -0.08 0.12
H 2.61006 0.40883 -0.45441 -0.11 -0.03 0.02
H 1.50071 1.79251 1.83319 0.01 -0.10 -0.05
```
Forces are in eV/Å.

=====

# 4
A cluster of 3 separate species, C4H16NO3 in total, computed with the ωB97M-V functional and the def2-TZVPD basis.

Summary:
Maximum force in hartree/bohr: 0.0328
Molar mass in Da: 126.2
Kohn-Sham gap in Eh: 0.43107
E_HOMO in eV: -14.4
Electronic energy in Ha: -442.21659
E_LUMO in eV: -2.7040
Total charge: +1

Structure (XYZ):
```
24
Properties=species:S:1:pos:R:3:forces:R:3
O -1.24658 -1.39331 -2.51170 -0.46 -0.08 -0.15
C -2.02723 -0.69402 -1.55106 -0.21 -0.41 0.23
C -0.98702 0.14598 -0.79833 -0.66 -0.75 0.68
N -0.17945 -0.86649 0.02056 1.13 -0.51 0.19
C 1.02146 -0.30325 0.71353 1.37 0.68 0.26
C -0.06201 0.86867 -1.73317 1.33 1.02 0.21
H -1.80393 -1.91985 -3.10039 0.08 0.10 0.15
H -2.57402 -1.40783 -0.90834 0.51 0.11 0.26
H -2.86923 -0.10660 -1.94116 0.64 0.37 -0.41
H -1.45073 0.82068 -0.06860 0.04 -0.22 -0.09
H -0.73051 -1.37361 0.71229 -0.39 0.25 -0.14
H 0.17770 -1.57263 -0.62870 -0.41 -0.02 -0.23
H 1.01430 0.76056 0.50266 -0.09 0.10 0.86
H 2.00005 -0.61623 0.35560 -0.32 -0.49 -1.10
H 1.20415 -0.60904 1.74941 -1.22 0.46 0.08
H 0.84303 0.32720 -2.02760 -0.69 -0.64 -0.53
H -0.63156 1.23789 -2.57750 0.19 -0.08 -0.26
H 0.46039 1.72060 -1.27541 -0.79 0.18 0.17
H 4.62303 -1.17229 2.37045 -0.15 0.90 0.32
H 4.44451 0.33839 2.85416 0.39 -0.28 0.02
O 4.00043 -0.43015 2.48771 -0.35 -0.63 -0.41
H -1.11457 2.50704 2.35258 0.36 -0.23 -0.03
H -2.49174 2.05464 2.63453 0.55 -0.76 -0.18
O -1.62045 1.68364 2.36847 -0.87 0.92 0.10
```
Forces are in eV/Å.

=====

Which formula does entry 3 have? C5H7NO

=====

Which formula does entry 1 have? C9H36ClN18O13

=====

Among the records above, which one has the highest molar mass? C25H51ClF3NO11PS4